The following is a quantum chemistry calculation of the molecule C6H10FN at a distorted geometry, from the OMol25 dataset.

ORCA input file:
```
! RIJCOSX wB97M-V def2-TZVPD def2/J DEFGRID3
* xyz 0 1
F -0.394 2.755 0.051
N 1.244 1.949 1.513
C -0.013 0.347 0.133
C -0.554 -1.942 -0.461
C 0.100 0.200 -1.220
C -0.490 -0.970 0.723
C 0.048 -1.203 -1.675
C -0.002 1.670 0.852
H 1.000 2.574 2.204
H -0.849 1.581 1.622
H 0.104 0.947 -1.941
H 1.905 2.374 0.963
H -1.576 -2.329 -0.668
H 0.185 -2.809 -0.275
H -1.440 -0.631 1.233
H -0.522 -1.597 -2.625
H 0.196 -1.537 1.505
H 1.057 -1.380 -1.933
*
```

**SMILES string**: N[C@@H](F)C1=CCCC1
**Kohn-Sham gap**: 9.866 eV
**Maximum force**: 3.39 eV/A

Atomic partial charges in e from the natural (NBO) method, atoms 1 to 5:
1. F -0.38
2. N -0.82
3. C -0.05
4. C -0.40
5. C -0.17


The following is a quantum chemistry calculation of a 2-piece molecular cluster, C6H10I2Si overall at a distorted geometry, from the OMol25 dataset.

ORCA input file:
```
! RIJCOSX wB97M-V def2-TZVPD def2/J DEFGRID3
* xyz 0 1
I 1.862 -2.011 2.122
I -2.410 -1.900 1.571
Si -0.081 -1.070 0.964
C -0.943 -1.531 -1.660
C 1.015 2.201 0.921
C 1.529 -1.354 -1.304
C 0.337 -1.453 -0.816
C -1.562 2.009 1.105
C -0.321 1.639 0.994
H -1.497 -0.614 -1.650
H 0.997 3.246 1.219
H 1.733 1.550 1.418
H -1.444 -2.400 -1.235
H 2.395 -1.223 -0.706
H -1.979 3.080 1.266
H 1.843 -1.526 -2.412
H -0.544 -1.750 -2.681
H -2.263 1.140 1.078
H 1.337 1.964 -0.193
*
```

**Kohn-Sham gap**: 7.597 eV
**Maximum force**: 3.99 eV/A

Atomic partial charges in e from the natural (NBO) method, atoms 1 to 5:
1. I -0.17
2. I -0.19
3. Si 0.89
4. C -0.65
5. C -0.72


The following is a quantum chemistry calculation of C6H10IN as an isolated structure at a distorted geometry, from the OMol25 dataset.

ORCA input file:
```
! RIJCOSX wB97M-V def2-TZVPD def2/J DEFGRID3
* xyz 0 1
I -1.763 0.784 2.331
N -2.400 -1.009 -0.959
C -0.942 -0.661 1.040
C 0.257 0.353 -2.064
C -0.170 -1.855 1.585
C 0.718 0.478 -0.566
C -1.811 -0.902 0.002
C 0.897 1.824 0.077
H -0.741 -2.555 2.213
H 0.324 -2.437 0.797
H 0.656 -1.586 2.249
H 0.860 1.220 -2.558
H 1.262 -0.409 -0.137
H 0.722 1.781 1.109
H -0.742 0.523 -2.327
H 2.012 2.311 -0.081
H 0.594 -0.556 -2.506
H 0.268 2.698 -0.205
*
```

**Kohn-Sham gap (spin up / spin down)**: 8.198 / 7.229 eV
**Maximum force**: 4.41 eV/A

Atomic partial charges in e from the natural (NBO) method, atoms 1 to 5:
1. I 0.19
2. N -0.34
3. C -0.28
4. C -0.67
5. C -0.67


The following is a quantum chemistry calculation of a 2-piece molecular cluster, C6H10IN2 overall at a distorted geometry, from the OMol25 dataset.

ORCA input file:
```
! RIJCOSX wB97M-V def2-TZVPD def2/J DEFGRID3
* xyz 1 1
I -1.363 1.605 -2.339
N 0.288 2.087 0.725
N -2.348 -0.010 1.153
C 1.072 -1.688 -0.965
C 1.540 -0.054 0.782
C 0.306 -0.833 -1.771
C 1.624 -1.390 0.265
C -0.500 0.104 -1.280
C 0.687 0.901 0.462
H 0.188 2.537 1.615
H -0.812 -0.196 -0.260
H 2.428 0.304 1.283
H -2.985 -0.040 0.399
H 2.360 -1.915 0.874
H -2.669 0.280 2.050
H 1.400 -2.725 -1.378
H 0.387 -0.938 -2.775
H -1.734 -0.787 1.168
H 0.132 2.759 -0.009
*
```

**Kohn-Sham gap**: 8.222 eV
**Maximum force**: 3.74 eV/A

Atomic partial charges in e from the natural (NBO) method, atoms 1 to 5:
1. I 0.30
2. N -0.68
3. N -1.11
4. C -0.18
5. C -0.31